Record 1
DFT (ωB97M-V with the def2-TZVPD basis set) results for C12H25AlClO2 as an isolated structure.

Calculated total energy = -1325.290110 Ha
Energy above the lowest of the compared OMol25 structures with the same formula, charge and spin = 260.0 kJ/mol
2S+1 = 1
LUMO energy = 3.162 eV
Charge = -1

Geometry (Å):
C (3.80, -1.74, 0.70)
C (4.01, -0.69, -0.52)
C (2.58, -0.55, -1.29)
C (2.04, 0.94, -1.03)
C (0.71, 1.27, -1.91)
C (-0.06, 2.46, -1.09)
Al (-1.36, 1.62, 0.30)
C (-2.71, 0.50, -0.76)
C (-2.98, -0.97, -0.11)
O (-2.32, -1.92, -0.98)
C (-1.78, -3.04, -0.25)
C (-0.51, -2.65, 0.69)
C (-2.24, 3.04, 1.51)
C (-2.21, 2.69, 3.06)
O (-1.35, 3.15, 3.86)
Cl (-3.49, 1.59, 3.83)
H (2.95, -1.29, 1.35)
H (4.77, -1.89, 1.30)
H (3.42, -2.75, 0.28)
H (4.86, -1.01, -1.22)
H (4.29, 0.34, -0.09)
H (2.74, -0.75, -2.40)
H (1.87, -1.31, -0.79)
H (1.74, 1.05, 0.07)
H (2.89, 1.66, -1.25)
H (1.08, 1.69, -2.92)
H (0.05, 0.34, -2.03)
H (0.76, 3.01, -0.52)
H (-0.61, 3.18, -1.81)
H (-0.53, 0.65, 1.27)
H (-3.68, 1.09, -0.93)
H (-2.26, 0.32, -1.81)
H (-4.14, -1.08, -0.09)
H (-2.65, -1.00, 0.98)
H (-2.57, -3.66, 0.31)
H (-1.35, -3.76, -1.05)
H (0.27, -3.47, 0.58)
H (-0.85, -2.59, 1.79)
H (-0.08, -1.62, 0.43)
H (-3.36, 3.10, 1.21)
H (-1.72, 4.05, 1.36)

***

Record 2
DFT (ωB97M-V with the def2-TZVPD basis set) results for one molecule with the formula C8H14.

Calculated total energy = -313.113700 Ha
Energy above the lowest of the compared OMol25 structures with the same formula, charge and spin = 272.3 kJ/mol
SMILES = C=C/C(=C/C)CCC
2S+1 = 1
LUMO energy = 0.885 eV

Geometry (Å):
C (2.59, 1.81, 0.27)
C (1.30, 1.66, 0.52)
C (0.47, 0.81, -0.30)
C (1.05, 0.22, -1.37)
C (0.43, -0.90, -2.20)
C (-0.87, 0.47, 0.28)
C (-0.85, -0.85, 1.12)
C (-2.29, -1.32, 1.37)
H (3.26, 1.18, -0.24)
H (3.14, 2.49, 0.97)
H (0.70, 2.24, 1.17)
H (1.96, 0.62, -1.68)
H (0.28, -1.83, -1.64)
H (1.02, -0.98, -3.16)
H (-0.57, -0.91, -2.39)
H (-1.24, 1.41, 0.80)
H (-1.68, 0.32, -0.49)
H (-0.31, -1.64, 0.46)
H (-0.22, -0.65, 2.11)
H (-2.37, -1.70, 2.43)
H (-3.15, -0.47, 1.35)
H (-2.65, -1.99, 0.62)

***

Record 3
DFT (ωB97M-V with the def2-TZVPD basis set) results for one molecule with the formula C2H2O3.

Calculated total energy = -302.936975 Ha
Energy above the lowest of the compared OMol25 structures with the same formula, charge and spin = 507.7 kJ/mol
SMILES = O=CC1OO1
2S+1 = 1
LUMO energy = 0.301 eV

Geometry (Å):
O (0.78, -1.60, -1.25)
C (0.75, -0.86, -0.32)
C (-0.43, 0.57, -0.05)
O (-1.41, 0.31, 0.78)
O (-0.39, 1.26, 1.15)
H (1.45, -0.88, 0.56)
H (-0.76, 1.20, -0.86)

***

Record 4
DFT (ωB97M-V with the def2-TZVPD basis set) results for a 2-piece molecular cluster, C4H10O2S overall.

Calculated total energy = -706.667347 Ha
Energy above the lowest of the compared OMol25 structures with the same formula, charge and spin = 210.3 kJ/mol
<S²> = 0.75
2S+1 = 2
LUMO energy (alpha / beta) = -4.309 / -9.401 eV
Charge = +1

Geometry (Å):
O (2.70, 0.90, -0.84)
C (1.63, 0.38, -1.22)
C (0.28, 0.84, -0.69)
C (0.38, 1.00, 0.82)
C (-0.95, 1.15, 1.52)
S (-0.94, 0.45, 3.25)
H (1.69, -0.14, -2.30)
H (-0.06, 1.81, -1.11)
H (-0.58, 0.14, -0.75)
H (0.95, 1.93, 0.98)
H (0.98, 0.11, 1.16)
H (-1.21, 2.17, 1.62)
H (-1.86, 0.81, 0.89)
H (0.33, -0.01, 3.27)
H (-0.78, -3.24, -2.65)
H (-1.78, -4.29, -1.86)
O (-0.81, -4.02, -2.07)

***

Record 5
DFT (ωB97M-V with the def2-TZVPD basis set) results for C19H19ClFeN5O5S2 as an isolated structure.

Calculated total energy = -3905.902680 Ha
Energy above the lowest of the compared OMol25 structures with the same formula, charge and spin = 0.0 kJ/mol
<S²> = 6.01
2S+1 = 5
LUMO energy (alpha / beta) = 2.587 / 2.586 eV
Charge = -1

Geometry (Å):
Fe (-0.89, -0.10, -1.07)
O (-0.43, -0.32, 0.93)
N (-1.09, -1.24, 1.62)
C (-0.50, -1.67, 2.76)
C (-1.08, -2.62, 3.56)
C (-2.31, -3.15, 3.16)
C (-2.89, -2.71, 2.00)
C (-2.28, -1.74, 1.18)
S (-2.94, -1.21, -0.30)
H (0.44, -1.19, 2.96)
H (-0.58, -2.94, 4.45)
H (-2.80, -3.91, 3.76)
H (-3.83, -3.11, 1.65)
N (-0.59, -0.45, -3.24)
N (0.79, -0.38, -3.55)
C (1.67, 0.05, -2.55)
O (2.84, 0.27, -2.85)
O (1.16, 0.15, -1.37)
H (-0.97, -1.31, -3.60)
H (-1.09, 0.38, -3.60)
H (1.04, -0.07, -4.47)
C (3.67, 0.00, 0.74)
C (3.13, -1.37, 1.01)
C (3.60, -2.25, 1.95)
C (2.93, -3.49, 2.05)
N (1.92, -3.84, 1.29)
C (1.47, -2.97, 0.34)
S (0.21, -3.31, -0.70)
N (2.10, -1.75, 0.25)
C (3.39, -4.50, 3.06)
H (4.56, 0.18, 1.33)
H (2.91, 0.74, 0.99)
H (3.88, 0.12, -0.32)
H (4.44, -2.00, 2.58)
H (1.71, -1.05, -0.42)
H (3.63, -4.02, 4.01)
H (4.30, -4.99, 2.70)
H (2.62, -5.25, 3.20)
Cl (-3.36, 8.19, -1.08)
C (-2.91, 6.54, -1.44)
C (-2.77, 6.15, -2.76)
C (-2.42, 4.84, -3.04)
C (-2.21, 3.93, -2.01)
C (-2.35, 4.34, -0.69)
C (-2.71, 5.65, -0.40)
C (-1.81, 2.50, -2.33)
O (-1.71, 2.18, -3.53)
O (-1.65, 1.75, -1.32)
H (-2.94, 6.86, -3.56)
H (-2.30, 4.49, -4.06)
H (-2.18, 3.62, 0.09)
H (-2.82, 5.98, 0.62)

***

Record 6
DFT (ωB97M-V with the def2-TZVPD basis set) results for a 2-piece molecular cluster, C3H8NO3 overall.

Calculated total energy = -399.631874 Ha
Energy above the lowest of the compared OMol25 structures with the same formula, charge and spin = 120.7 kJ/mol
2S+1 = 1
LUMO energy = 3.727 eV
Charge = -1

Geometry (Å):
C (-1.15, 1.06, 0.19)
N (-0.81, -0.16, 1.10)
C (0.46, -0.72, 1.02)
O (1.39, -0.05, 0.55)
O (0.47, -1.86, 1.62)
C (-1.57, 0.69, -1.25)
H (-1.89, 1.68, 0.68)
H (-0.31, 1.73, 0.09)
H (-1.59, -0.80, 1.21)
H (-1.13, 1.20, -2.10)
H (-2.74, 0.89, -1.30)
H (-1.41, -0.30, -1.59)
H (1.27, -0.04, -1.48)
H (0.62, 0.89, -2.51)
O (1.45, 0.63, -2.22)

***

Record 7
DFT (ωB97M-V with the def2-TZVPD basis set) results for C26H31Cl2InN4O3P as an isolated structure.

Calculated total energy = -2905.621296 Ha
Energy above the lowest of the compared OMol25 structures with the same formula, charge and spin = 137.4 kJ/mol
2S+1 = 1
LUMO energy = -2.415 eV
Charge = +1

Geometry (Å):
In (-0.72, 0.50, 0.48)
O (0.07, -1.79, -2.18)
N (-0.79, -0.75, -1.91)
C (-0.78, 0.23, -2.72)
C (0.17, 0.35, -3.86)
C (-0.27, 0.19, -5.17)
C (0.63, 0.28, -6.22)
C (1.97, 0.54, -5.96)
C (2.41, 0.71, -4.66)
C (1.52, 0.63, -3.59)
P (2.01, 0.92, -1.83)
C (3.77, 0.45, -1.82)
C (4.82, 1.28, -2.25)
C (6.12, 0.82, -2.21)
C (6.41, -0.46, -1.76)
C (5.38, -1.28, -1.32)
C (4.07, -0.83, -1.35)
C (2.08, 2.75, -1.80)
C (2.76, 3.36, -0.74)
C (2.77, 4.74, -0.60)
C (2.08, 5.53, -1.51)
C (1.39, 4.94, -2.55)
C (1.40, 3.56, -2.70)
H (0.56, -1.59, -3.00)
H (-1.46, 1.03, -2.45)
H (-1.32, -0.02, -5.36)
H (0.29, 0.15, -7.24)
H (2.67, 0.60, -6.78)
H (3.45, 0.92, -4.47)
H (4.60, 2.28, -2.60)
H (6.93, 1.47, -2.55)
H (7.43, -0.81, -1.73)
H (5.60, -2.28, -0.96)
H (3.27, -1.46, -0.99)
H (3.32, 2.74, -0.04)
H (3.33, 5.19, 0.21)
H (2.08, 6.61, -1.40)
H (0.85, 5.55, -3.27)
H (0.86, 3.12, -3.54)
C (-2.31, -0.73, 4.98)
O (-3.13, -0.98, 3.81)
C (-2.57, -0.70, 2.65)
O (-1.42, -0.28, 2.52)
N (-3.41, -0.92, 1.62)
N (-2.91, -0.72, 0.34)
H (-2.93, -1.02, 5.82)
H (-2.06, 0.32, 5.04)
H (-1.41, -1.33, 4.94)
H (-4.36, -1.19, 1.79)
H (-3.35, 0.07, -0.13)
H (-2.95, -1.57, -0.22)
Cl (-1.52, -3.68, 1.20)
C (0.06, -3.45, 0.45)
Cl (0.81, -1.91, 0.94)
H (-0.06, -3.43, -0.63)
H (0.72, -4.24, 0.78)
C (4.26, 2.70, 2.84)
C (2.75, 2.93, 2.84)
C (2.02, 1.78, 2.32)
N (1.45, 0.87, 1.91)
H (4.76, 3.59, 3.22)
H (4.63, 2.51, 1.83)
H (4.53, 1.85, 3.46)
H (2.47, 3.78, 2.23)
H (2.39, 3.12, 3.85)
C (-1.67, 2.20, -0.32)
H (-0.89, 2.70, -0.92)
H (-1.82, 2.86, 0.55)

***

> Which formula does entry 3 have?

C2H2O3